1.
ORCA calculation (ωB97M-V/def2-TZVPD) on a single C6H6O3 molecule at a distorted geometry.

CARTESIAN COORDINATES (ANGSTROEM)
C 1.7658 0.1894 -0.5332
C 1.0483 1.3504 -0.4330
C -0.1804 1.2769 0.4377
C -1.6680 -0.3720 -0.6186
C -0.8380 -1.3403 -0.4045
C 0.1296 -1.0994 0.6263
H 2.7596 0.4317 -0.8406
H 1.1585 2.2026 -0.9149
H -0.3031 2.1939 1.0863
H -2.4765 -0.6863 -1.1510
H -0.4881 -2.3842 -0.8959
H 0.3875 -1.9366 1.5455
O 1.3714 -1.0408 -0.1778
O -1.5783 0.9843 -0.2437
O -0.1158 0.0752 1.2618

Forces on the atoms, in the same order (eV/Å):
-1.3 2.3 0.1
-2.6 -5.6 2.8
-1.9 -2.5 -0.2
0.1 2.7 -0.1
2.5 -4.5 0.6
2.5 -0.7 1.6
0.8 -1.4 -0.7
1.5 3.8 -2.0
-0.3 -1.3 -0.7
-2.6 0.6 -2.0
-2.4 2.5 0.6
-1.1 2.2 -2.9
2.2 0.8 0.9
1.5 -1.1 0.3
1.0 2.4 1.6

The calculation puts the total energy at -12456.9744 eV. The calculation puts the energy above the lowest of the compared OMol25 structures with the same formula, charge and spin at 95.2 kcal/mol. The total charge is 0. The calculation puts the orbital gap at 9.692 eV. Its SMILES is C1=C[C@H]2OC=C[C@@H](O1)O2. Its spin multiplicity is 1.

These are the Mulliken partial charges, in e, on atoms 1 to 2: atom 1 (C): -0.20, atom 2 (C): -0.64


2.
ORCA calculation (ωB97M-V/def2-TZVPD) on a single C6H6O3S molecule at a distorted geometry.

CARTESIAN COORDINATES (ANGSTROEM)
C 1.0670 1.2336 0.4136
C -0.2557 1.8852 0.6995
C 0.8286 0.1193 -0.2880
C -0.5971 -0.0411 -0.5918
C -1.2513 1.1537 0.1446
C -1.2487 -1.5372 -0.2297
O -3.5935 0.7362 -0.8995
O -2.4910 -1.1722 0.4686
O -0.5077 -2.3848 0.5561
S -2.9794 0.4484 0.3880
H 2.0501 1.6041 0.8441
H -0.1730 2.7824 1.3732
H 1.6466 -0.5658 -0.4837
H -0.7318 0.2362 -1.5965
H -1.6857 -2.1124 -1.1661
H -0.1902 -1.8650 1.2607

Forces on the atoms, in the same order (eV/Å):
-0.2 0.7 0.5
0.8 0.6 0.9
1.8 -0.1 0.7
-0.1 -1.4 1.7
0.1 -2.8 0.9
-1.8 1.4 -2.3
-0.2 -0.4 -0.2
0.4 1.6 0.1
-0.8 -0.3 -1.9
0.7 0.6 0.2
-1.4 -0.5 -0.8
-1.1 -0.9 -0.9
-0.4 -0.2 -0.5
-0.4 -0.3 -1.9
1.7 1.1 1.8
0.8 0.9 1.7

The calculation puts the total energy at -23293.4186 eV. The calculation puts the energy above the lowest of the compared OMol25 structures with the same formula, charge and spin at 67.3 kcal/mol. The total charge is 0. The calculation puts the orbital gap at 9.326 eV. Its spin multiplicity is 1.

These are the Mulliken partial charges, in e, on atoms 1 to 2: atom 1 (C): -0.08, atom 2 (C): -0.30


3.
ORCA calculation (ωB97M-V/def2-TZVPD) on a single C6H6O3Si3 molecule at a distorted geometry.

CARTESIAN COORDINATES (ANGSTROEM)
C 0.5070 2.3347 -3.0248
C -3.2000 -0.6642 -0.2056
C -0.6151 0.8990 4.1669
C 0.8091 1.6071 -2.1313
C -2.2035 -0.2923 0.2983
C -0.7202 0.6885 3.0135
O 1.6226 -0.7580 -0.9666
O 0.5522 -2.3598 0.8064
O 0.3021 1.2278 0.3593
Si 1.1812 -2.4527 -0.5959
Si 1.6091 0.7382 -0.6931
Si -0.7766 0.4277 1.1876
H 0.3523 2.8563 -3.9159
H -3.8756 -1.1866 -0.8028
H -0.6596 1.1344 5.1741
H 0.1117 -2.4416 -1.7617
H 2.3500 -3.3292 -1.0020
H 2.6533 1.5708 0.0936

Forces on the atoms, in the same order (eV/Å):
0.0 0.2 -0.8
-1.3 -1.1 -1.2
-0.2 0.4 1.5
1.6 -0.7 1.3
3.3 2.0 2.6
-0.4 -0.9 -4.5
1.1 -2.9 -0.1
-0.7 0.5 1.7
-0.6 -1.1 1.1
-1.0 1.7 -2.6
-1.3 3.7 0.4
0.4 -1.1 0.0
-0.4 0.6 -0.6
-1.1 -0.2 -0.4
0.2 0.2 1.3
0.9 -0.6 0.8
-0.4 0.4 0.4
-0.4 -1.0 -1.1

The calculation puts the total energy at -36092.1602 eV. The total charge is 0. The calculation puts the orbital gap at 7.138 eV. Its spin multiplicity is 1.

These are the Mulliken partial charges, in e, on atoms 1 to 2: atom 1 (C): 0.49, atom 2 (C): 0.66


4.
ORCA calculation (ωB97M-V/def2-TZVPD) on a single C6H6O4 molecule at a distorted geometry.

CARTESIAN COORDINATES (ANGSTROEM)
C -0.5395 1.6545 1.2400
C -0.1007 0.9189 0.0398
C 0.2495 -0.3557 -0.2542
C 0.3001 -1.5159 0.5730
C 0.4271 -0.4495 -1.7112
C -0.1032 1.7045 -1.3299
H 0.0121 1.1012 2.1626
H -0.3448 2.6385 1.0646
H -1.5330 1.3050 1.4122
H 1.3637 -1.7127 0.8527
H -0.2660 -1.2443 1.6587
H 0.0534 -3.6632 0.5764
O -0.2421 -2.6721 0.0393
O 0.7517 -1.3981 -2.4558
O 0.2558 0.8338 -2.3553
O -0.2842 2.8553 -1.5128

Forces on the atoms, in the same order (eV/Å):
1.9 -5.5 2.2
0.3 -0.2 -2.6
-1.4 2.4 -1.6
0.5 -1.5 5.6
1.8 -2.3 -4.7
1.0 -1.6 0.5
-0.9 2.0 -1.9
0.1 2.8 0.3
-1.2 0.7 0.1
-0.5 0.3 0.0
1.4 -0.5 -2.6
-1.1 5.1 -2.2
0.3 -4.7 1.2
-1.3 3.3 3.2
-0.5 -0.9 2.3
-0.4 0.7 0.1

The calculation puts the total energy at -14506.9841 eV. The calculation puts the energy above the lowest of the compared OMol25 structures with the same formula, charge and spin at 57.2 kcal/mol. The total charge is 0. The calculation puts the orbital gap at 9.371 eV. Its SMILES is CC1=C(CO)C(=O)OC1=O. Its spin multiplicity is 1.

These are the Mulliken partial charges, in e, on atoms 1 to 2: atom 1 (C): -1.28, atom 2 (C): 0.28


5.
ORCA calculation (ωB97M-V/def2-TZVPD) on a molecular structure, C6H6O7P at a distorted geometry.

CARTESIAN COORDINATES (ANGSTROEM)
C 0.1406 -3.0761 0.1047
C -0.3817 -2.6432 1.5427
C -0.8704 2.4632 -1.0174
C -0.0623 1.1491 -0.9343
C -2.2496 2.2318 -1.5204
C 2.3845 -0.0913 1.1430
O -0.0660 -4.0761 -0.4531
O -1.0655 -3.1664 2.3528
O -0.4869 3.5201 -0.6266
O 0.6971 0.6916 -1.7438
O 0.7170 -1.9056 -0.4421
O 0.2709 -1.4712 1.8424
O -0.2496 0.4652 0.2247
P 0.7880 -0.7072 0.5548
H -2.9685 2.4255 -0.7336
H -2.4076 1.2516 -1.9744
H -2.3752 2.9335 -2.2594
H 2.6117 -0.7872 2.0795
H 2.4290 1.0439 1.4616
H 3.1444 -0.2512 0.3988

Forces on the atoms, in the same order (eV/Å):
-2.0 -0.2 1.2
-0.3 -1.6 1.1
-1.2 -0.4 0.5
1.7 0.7 -1.7
0.2 -1.6 0.7
0.1 0.4 1.9
0.6 0.3 -0.2
0.6 0.1 -1.6
0.9 -0.3 0.0
-0.4 0.4 0.5
0.6 -0.1 -1.1
-0.4 1.5 -0.1
-0.2 -1.3 1.6
1.0 1.2 1.5
-0.1 0.0 0.2
0.0 0.0 0.2
-0.7 1.8 -1.8
-0.4 1.6 -2.0
-0.5 -2.3 -0.7
0.4 -0.1 -0.4

The calculation puts the total energy at -29933.3426 eV. The total charge is +1. The calculation puts the orbital gap at 9.214 eV. Its spin multiplicity is 1.

These are the Mulliken partial charges, in e, on atoms 1 to 2: atom 1 (C): 0.46, atom 2 (C): 0.54


6.
ORCA calculation (ωB97M-V/def2-TZVPD) on a single C6H6S2 molecule at a distorted geometry.

CARTESIAN COORDINATES (ANGSTROEM)
C 1.0226 1.2571 -0.4949
C -0.4981 1.3508 -0.3769
C -1.0791 0.1911 0.4733
C -0.8458 -1.2004 -0.1163
C 0.3696 -1.8296 0.3604
C 1.4699 -2.1313 0.8318
H 1.4497 0.8763 0.4311
H -1.1692 1.4271 -1.2860
H -0.6173 2.3223 0.1592
H -2.1610 0.3449 0.5177
H -0.6100 0.1691 1.4252
H 2.4811 -2.4113 1.1340
S 1.9515 1.4730 -1.7747
S -1.7640 -1.8390 -1.2839

Forces on the atoms, in the same order (eV/Å):
-1.2 -0.8 -0.4
-0.3 0.4 -0.3
-0.4 -0.2 -0.9
0.7 0.3 -0.3
2.2 -0.3 1.1
-1.8 0.5 -1.1
0.2 0.3 0.2
1.5 0.0 0.5
-0.3 -0.6 0.0
0.2 0.0 0.3
0.1 0.3 1.1
-1.0 0.2 -0.2
0.1 0.2 -0.2
0.0 0.0 0.2

The calculation puts the total energy at -27986.1813 eV. The calculation puts the energy above the lowest of the compared OMol25 structures with the same formula, charge and spin at 51.8 kcal/mol. The total charge is 0. The calculation puts the orbital gap at 7.720 eV. Its SMILES is C#CC(=S)CCC=S. Its spin multiplicity is 1.

These are the Mulliken partial charges, in e, on atoms 1 to 2: atom 1 (C): -0.35, atom 2 (C): -0.25


7.
ORCA calculation (ωB97M-V/def2-TZVPD) on 29 unconnected molecules or ions with the total composition C6H72ClO30PS at a distorted geometry.

CARTESIAN COORDINATES (ANGSTROEM)
C 4.0241 -0.5547 0.6093
C 2.6739 -0.8943 -0.0389
P 1.5284 0.5860 -0.0699
C 0.2385 1.9888 -0.1758
C -0.9101 1.7338 0.8224
C -2.0518 0.9941 0.0939
C -2.7101 -0.1370 0.9370
S -2.8750 -1.5422 -0.1030
O -1.6397 -2.2209 -0.2614
O -3.5312 -1.1180 -1.2926
Cl -4.1684 -2.7916 0.8537
H 4.1967 -1.2069 1.4589
H 4.8232 -0.7154 -0.1047
H 4.0683 0.4911 0.9274
H 2.1950 -1.6938 0.5125
H 2.8165 -1.2140 -1.0748
H 0.5430 -0.2797 -0.6961
H 2.4776 1.3426 -0.8150
H 1.5982 0.7101 1.3307
H 0.6999 2.9617 -0.0187
H -0.1504 1.9870 -1.1938
H -0.5617 1.2031 1.7119
H -1.2795 2.7075 1.1396
H -1.6626 0.6010 -0.8401
H -2.8560 1.6854 -0.1418
H -3.7287 0.1588 1.1720
H -2.1533 -0.3948 1.8327
O -5.7934 1.2243 1.4096
H -6.5591 1.5045 1.9208
H -6.1598 0.6134 0.7606
O 1.8809 -2.0449 2.9771
H 2.2469 -2.8714 3.3141
H 1.0932 -2.3299 2.5048
O 1.3866 -4.6577 4.3036
H 0.7963 -5.4156 4.2593
H 1.2128 -4.2581 5.1650
O -1.2249 1.9106 -3.4020
H -1.4956 1.1637 -3.9570
H -1.9684 2.5205 -3.4723
O 7.0874 -0.0398 -0.1421
H 7.5129 -0.2078 -0.9882
H 7.6149 -0.5262 0.4987
O -3.0702 3.5650 -5.3128
H -3.2088 3.0636 -6.1372
H -2.4966 4.2991 -5.5572
O 1.5986 -4.1189 7.4229
H 2.4924 -4.4325 7.2314
H 1.7113 -3.5085 8.1634
O 1.5171 0.4210 -4.3682
H 0.7273 0.6794 -3.8781
H 1.1993 -0.2222 -5.0089
O 2.0686 2.3758 2.8229
H 2.3498 2.5313 3.7308
H 1.6027 3.1874 2.5637
O -6.0303 0.2668 -2.5115
H -5.6866 -0.0747 -3.3430
H -5.4391 -0.1122 -1.8507
O -3.3480 2.2193 -7.7796
H -4.0033 2.3319 -8.4756
H -3.1254 1.2828 -7.8296
O 4.7023 -3.5732 0.0501
H 4.2446 -3.2410 -0.7288
H 3.9788 -3.8208 0.6369
O 1.1499 -3.6780 0.0361
H 0.8269 -4.4234 -0.4793
H 0.4006 -3.0699 0.0463
O 1.8417 3.6584 -5.1069
H 1.5822 2.8093 -4.7267
H 1.8982 3.4789 -6.0492
O 3.8839 4.4310 2.2935
H 4.8183 4.5280 2.0795
H 3.7013 3.4811 2.2098
O -1.5786 -5.3702 1.2143
H -1.9309 -6.1893 0.8513
H -2.2406 -4.6964 1.0285
O 0.2925 4.6779 1.9510
H -0.0554 4.6048 1.0516
H 1.0362 5.2869 1.8684
O 2.3253 4.1020 -1.5305
H 1.9893 4.0316 -2.4320
H 3.0513 4.7297 -1.5963
O 0.4495 -7.6442 2.4585
H 0.7659 -8.1478 1.7036
H -0.1452 -6.9804 2.0943
O 4.4397 6.6070 4.1905
H 4.1416 5.8840 3.6206
H 3.7100 7.2314 4.2036
O -2.0515 5.4138 0.4579
H -2.6946 4.6994 0.4118
H -2.1898 5.8181 1.3206
O -5.1400 0.1331 -7.7271
H -5.7585 -0.5966 -7.6349
H -5.2707 0.6810 -6.9372
O 2.3339 -6.8556 7.3263
H 2.0590 -7.5691 6.7400
H 1.5765 -6.2556 7.3395
O -5.7822 1.6948 -5.3428
H -5.4112 1.9546 -4.4911
H -6.2080 2.4936 -5.6728
O -4.7432 5.7157 -6.6436
H -4.2004 5.6398 -7.4333
H -4.3829 5.0627 -6.0280
O 4.9303 -8.2787 6.8163
H 4.7299 -8.9628 6.1725
H 4.1480 -7.7147 6.8535
O 1.1783 -1.2486 8.2473
H 1.3758 -1.4117 7.3178
H 0.5249 -0.5434 8.2308
O -1.9039 -0.8004 -4.0425
H -2.5505 -1.2193 -4.6183
H -1.9426 -1.2852 -3.2112

Forces on the atoms, in the same order (eV/Å):
-0.3 -0.2 -0.4
0.5 0.4 0.1
0.0 -0.4 -0.5
0.0 -0.1 0.4
0.0 0.4 -1.0
0.1 -0.4 0.7
-0.3 0.5 -0.1
0.4 0.7 -0.1
0.6 -0.8 0.2
-0.9 0.0 -0.7
0.0 -0.1 0.2
0.1 0.1 0.2
0.2 0.1 0.2
0.0 0.1 0.1
-0.2 -0.1 0.0
-0.2 -0.1 -0.1
-0.2 0.1 0.1
0.0 0.1 0.0
-0.1 0.0 0.2
0.2 -0.1 0.1
0.0 0.1 -0.1
0.0 -0.1 0.0
-0.1 -0.1 0.4
-0.1 0.0 -0.1
0.0 0.1 -0.3
-0.1 -0.1 0.4
0.0 -0.2 0.0
0.0 -0.2 -0.1
0.1 0.1 0.1
0.0 0.1 -0.1
0.1 0.2 0.1
-0.2 -0.1 0.0
0.0 -0.1 0.0
0.0 0.1 0.2
0.1 -0.1 -0.2
0.0 0.0 0.1
0.0 -0.2 -0.1
-0.1 -0.1 0.2
0.1 0.2 -0.2
0.2 0.1 -0.1
0.0 0.0 0.0
-0.1 -0.1 0.0
-0.3 0.2 0.0
0.1 0.0 0.0
0.2 -0.1 0.1
0.3 0.0 -0.1
0.0 0.0 0.0
-0.2 0.1 0.0
-0.1 0.2 0.0
0.0 0.0 0.1
0.0 0.0 0.0
0.2 0.2 0.1
-0.1 0.0 0.0
-0.3 -0.1 0.0
0.1 0.0 0.1
-0.1 0.0 0.0
0.2 0.0 -0.1
0.3 0.1 -0.1
-0.1 0.0 0.1
-0.1 0.0 0.1
0.0 -0.3 -0.1
0.0 0.1 0.0
0.0 0.1 0.0
-0.1 -0.1 -0.1
0.0 -0.1 0.1
0.0 0.0 -0.1
-0.1 0.0 0.1
0.1 -0.1 -0.1
0.1 0.0 0.0
0.3 0.0 -0.1
0.0 0.0 -0.1
-0.2 0.1 0.1
0.2 -0.3 0.0
-0.2 0.1 -0.1
0.0 0.0 0.0
0.4 0.0 0.2
-0.1 0.1 0.0
0.0 0.0 0.0
0.0 0.1 0.0
0.0 0.0 0.0
0.0 0.0 0.0
-0.1 0.0 0.1
0.1 0.0 0.0
0.1 0.2 0.0
0.0 0.0 0.0
-0.1 -0.1 0.1
0.0 0.0 0.0
-0.1 -0.1 -0.1
0.0 0.0 0.0
0.1 0.0 0.0
0.1 -0.1 0.0
0.0 0.0 0.0
0.0 0.0 0.1
-0.2 -0.2 -0.2
-0.1 0.0 0.0
0.1 0.1 0.1
0.0 0.0 0.0
0.0 0.0 0.0
0.0 0.0 0.0
-0.1 0.0 0.0
0.0 0.0 0.0
0.0 -0.1 0.0
0.0 0.0 0.0
0.0 0.0 0.0
0.1 0.1 0.1
0.1 -0.1 -0.1
0.0 0.0 0.0
0.0 0.0 0.1
0.1 0.0 -0.2
0.0 0.0 0.0
-0.1 0.1 0.1

The calculation puts the total energy at -101460.6726 eV. The total charge is 0. The calculation puts the orbital gap at 6.719 eV. Its spin multiplicity is 1.

These are the Mulliken partial charges, in e, on atoms 1 to 2: atom 1 (C): -1.09, atom 2 (C): -0.14


8.
ORCA calculation (ωB97M-V/def2-TZVPD) on a single C6H7B molecule at a distorted geometry.

CARTESIAN COORDINATES (ANGSTROEM)
B -1.1446 -0.8504 1.0968
C -1.5968 -1.7111 -0.1023
C -0.7589 -1.5557 -1.1464
C 0.1746 -0.4194 -1.0317
C 0.1311 0.1105 0.1675
C 1.8697 1.8732 0.3662
C 0.6732 1.3455 0.7007
H -1.3941 -0.5042 2.1224
H -2.3898 -2.3485 -0.0683
H -0.8487 -1.9853 -2.0569
H 0.7868 -0.1086 -1.8969
H 2.1622 2.8579 0.9033
H 2.4119 1.6543 -0.5388
H -0.0765 1.6419 1.4843

Forces on the atoms, in the same order (eV/Å):
2.6 1.6 -4.8
1.6 0.9 1.2
-0.5 1.9 2.2
0.9 -0.6 -1.1
-1.6 -0.5 2.0
-1.4 2.9 1.6
0.2 -0.7 0.3
-0.8 0.1 2.2
-1.9 -2.0 -0.3
-0.4 -1.8 -2.7
-0.4 0.0 0.5
-0.3 -1.8 -1.0
0.2 -0.7 0.2
1.7 0.7 -0.4

The calculation puts the total energy at -7007.7981 eV. The calculation puts the energy above the lowest of the compared OMol25 structures with the same formula, charge and spin at 14.4 kcal/mol. The total charge is 0. The calculation puts the orbital gap at 7.275 eV. Its SMILES is C=CC1=CC=CB1. Its spin multiplicity is 1.

These are the Mulliken partial charges, in e, on atoms 1 to 2: atom 1 (B): 0.09, atom 2 (C): -0.67